{
  "formula": "BrClH2O2Si",
  "method": "ωB97M-V with the def2-TZVPD basis set",
  "species": ["O", "Si", "Cl", "Br", "O", "H", "H"],
  "positions_angstrom": [[1.58080, -0.76671, -0.19390], [0.73660, -0.48128, -1.38864], [-0.44879, -1.91715, -2.05847], [0.79258, 1.43366, -2.38997], [-0.88932, 0.46110, 1.57798], [-1.31167, 0.13825, 2.36307], [-0.46019, 1.13212, 2.08993]],
  "forces_ev_per_angstrom": [[0.9317, -0.0789, 0.8581], [-0.0182, 0.3358, 0.1892], [-0.5929, -0.1281, -0.6704], [-0.2715, -0.1329, -0.2653], [-0.1686, 0.0791, 0.1282], [-1.1831, -1.4531, 0.2448], [1.3026, 1.3782, -0.4846]],
  "nbo_charge": [-1.149, 1.733, -0.331, -0.255, -0.920, 0.460, 0.461],
  "smiles": "O=[Si](Cl)Br.O",
  "relative_energy_kj_mol": 311.28,
  "charge": 0,
  "gap_ev": 10.439
}



{
  "formula": "BrClH2Si",
  "method": "ωB97M-V with the def2-TZVPD basis set",
  "species": ["Cl", "Si", "Br", "H", "H"],
  "positions_angstrom": [[0.65481, -2.39496, -0.01397], [0.48451, -0.42569, 0.04240], [2.59426, 0.19658, -0.00309], [-0.33830, 0.36407, 0.90154], [0.20060, -0.20076, -1.26271]],
  "forces_ev_per_angstrom": [[-0.4581, -1.7986, 0.7863], [1.5880, 0.4621, 0.2929], [0.4817, 0.5321, 0.5349], [-0.4205, -0.0280, 0.9678], [-1.1911, 0.8325, -2.5819]],
  "nbo_charge": [-0.340, 1.023, -0.317, -0.155, -0.210],
  "smiles": "Cl[SiH2]Br",
  "relative_energy_kj_mol": 33.17,
  "charge": 0,
  "gap_ev": 11.351
}



{
  "formula": "BrClH3N2P",
  "method": "ωB97M-V with the def2-TZVPD basis set",
  "species": ["N", "N", "P", "Cl", "Br", "H", "H", "H"],
  "positions_angstrom": [[-1.10593, -0.50349, 1.49097], [1.77100, -0.25378, -0.56436], [-0.75003, 0.10494, 0.11863], [-1.61022, -0.66832, -1.53022], [-1.38117, 2.17618, 0.21346], [-0.87968, -1.47461, 1.63250], [1.76347, 0.22877, -1.46340], [2.19255, 0.39032, 0.10242]],
  "forces_ev_per_angstrom": [[0.2681, 0.4759, -0.6828], [-2.9756, 0.0839, 0.6135], [2.3770, -0.6623, 0.4389], [0.1321, 0.0521, -0.2147], [0.2436, -0.0286, -0.2764], [0.0419, -0.3416, 0.0641], [-0.0186, 0.1821, 0.0240], [-0.0685, 0.2385, 0.0335]],
  "nbo_charge": [-1.213, -0.900, 1.379, -0.226, -0.105, 0.400, 0.331, 0.333],
  "relative_energy_kj_mol": 301.13,
  "charge": 0,
  "gap_ev": [7.451, 7.450]
}



no.,E (hartree)
1,-3475.465849
2,-3324.955782
3,-3486.811103